Entry 1:
Here is a 2-piece molecular cluster, C5H12S2Si overall in a non-equilibrium geometry from the OMol25 dataset. Energies are from ωB97M-V with the def2-TZVPD basis set.

Structure (XYZ):
```
20
Properties=species:S:1:pos:R:3:forces:R:3:mulliken_charge:R:1
C -0.779054 -0.184810 -1.256894 1.560 3.820 0.239 0.50
C -0.357088 0.554418 1.694294 1.558 4.121 0.400 -0.77
C 1.907048 -0.961046 -0.088212 0.365 3.162 1.416 -1.11
C 1.375159 2.144897 -0.659451 0.158 -1.391 -1.135 -1.08
C -1.267513 -1.459782 -1.110581 -2.603 -0.805 0.521 -1.16
Si 0.591085 0.512347 0.042071 -0.582 -0.704 -1.539 0.48
S -3.619173 -2.045710 0.589253 1.224 1.450 0.725 -0.29
S -1.158000 0.908981 -2.455692 -0.363 -1.180 0.219 -0.19
H 0.410310 0.371901 2.435175 -0.173 -0.940 0.547 0.35
H -0.725424 1.605814 2.104820 0.714 -1.738 -1.468 0.29
H -1.219346 -0.023713 1.679315 -1.176 -1.617 0.249 0.05
H 1.528617 -1.799592 0.419297 -0.572 -1.306 0.531 0.40
H 2.146189 -1.191403 -1.125272 0.296 0.172 0.178 0.33
H 2.771479 -0.581733 0.571849 -0.765 -0.749 -1.403 0.29
H 2.250021 1.779626 -1.276261 -0.832 0.406 0.514 0.28
H 0.750737 2.765044 -1.335042 0.106 -0.648 0.519 0.34
H 1.784806 2.797071 0.078062 0.276 0.366 0.810 0.35
H -0.863586 -2.026505 -0.331207 0.665 -1.286 0.780 0.45
H -2.000386 -1.906890 -1.758324 0.109 -0.176 -0.447 0.40
H -3.525880 -1.258912 1.782801 0.033 -0.957 -1.656 0.11
```
Positions in Å, forces in eV/Å.

For the HOMO energy (spin up / spin down), the calculation gives -8.51 / -8.48 eV. Its charge is 0. The calculation puts the LUMO energy (spin up / spin down) at -3.282 / -3.283 eV.

---

Entry 2:
Here is a 2-piece molecular cluster, C4H11N2O3 overall in a non-equilibrium geometry from the OMol25 dataset. Energies are from ωB97M-V with the def2-TZVPD basis set.

Structure (XYZ):
```
20
Properties=species:S:1:pos:R:3:forces:R:3:mulliken_charge:R:1
O 0.731636 2.292667 0.278062 0.353 3.505 -2.113 -0.64
C 0.819975 1.169862 0.633619 -0.842 -4.703 2.452 0.55
N 1.070408 0.046119 -0.050150 1.039 0.541 0.343 -0.20
C 0.876411 -0.074356 -1.544761 -1.234 0.677 1.772 -0.30
O 0.511122 -1.334158 -1.600636 -0.380 -1.831 -1.903 -0.90
C 0.369736 0.907734 2.088245 -2.123 0.388 -0.259 -0.62
N -0.461782 -0.285591 2.450619 1.837 -1.570 -1.016 -0.44
C -1.452449 -0.580722 1.426638 -3.300 1.563 -1.587 -0.81
H 1.080044 -0.927407 0.381755 -0.242 2.148 -0.846 0.26
H 0.006700 0.651297 -1.790926 1.298 -0.429 0.054 0.19
H 1.820319 0.258406 -2.004748 -0.035 -0.115 -0.442 0.23
H 1.228990 1.065474 2.719455 -0.031 -0.076 0.736 0.31
H -0.409607 1.703127 2.171372 1.058 -0.055 0.472 0.33
H 0.125459 -1.155199 2.365223 -0.303 1.173 0.688 0.31
H -2.101048 0.342372 1.088868 1.720 -0.991 0.686 0.21
H -1.125367 -1.021686 0.461566 0.202 0.206 0.641 0.26
H -2.326191 -1.169534 1.779893 0.915 -0.291 0.395 0.34
H -2.307871 -1.753794 -2.374836 1.116 0.701 -1.370 0.25
H -0.787360 -1.380087 -2.413718 -0.125 -0.098 -0.653 0.41
O -1.636069 -1.392480 -3.028629 -0.922 -0.742 1.950 -0.76
```
Positions in Å, forces in eV/Å.

For the HOMO energy, the calculation gives -4.20 eV. Its charge is -1. The calculation puts the LUMO energy at 3.830 eV.

---

Entry 3:
Here is C6H14O as an isolated structure in a non-equilibrium geometry from the OMol25 dataset. Energies are from ωB97M-V with the def2-TZVPD basis set.

Structure (XYZ):
```
21
Properties=species:S:1:pos:R:3:forces:R:3:mulliken_charge:R:1
C -2.900931 -0.451463 0.981376 -0.185 0.272 -1.449 -1.26
C -2.248816 0.252350 -0.635945 -2.000 -1.234 1.227 -0.66
C -0.847242 0.805288 -0.449694 -0.465 -0.662 2.043 -0.38
C 0.403159 0.018011 -0.833397 -0.208 -0.131 0.109 -0.66
C 1.527052 0.235999 0.187774 0.029 -0.003 0.017 -0.49
C 2.789806 -0.537625 -0.147049 -0.351 -0.053 -0.320 -0.50
O 3.751512 -0.274670 0.858770 0.282 -0.114 0.007 -0.50
H -3.904548 -0.755135 0.693574 -0.188 -0.146 0.156 0.41
H -2.990309 0.249332 1.848440 0.283 -0.021 -1.049 0.34
H -2.365900 -1.346802 1.376121 -0.009 0.601 -0.757 0.33
H -2.292092 -0.636815 -1.248669 -0.336 0.042 -0.423 0.34
H -2.989267 1.017640 -0.824593 -0.238 -0.166 -0.389 0.35
H -0.720902 1.895048 -0.380397 -0.345 -0.490 -0.226 0.39
H -1.379904 0.372957 0.496508 4.144 1.777 0.708 0.14
H 0.804311 0.235987 -1.840733 -0.377 0.148 0.221 0.37
H 0.138609 -1.048432 -0.850597 0.078 0.057 0.009 0.30
H 1.785011 1.301623 0.249495 -0.082 -0.128 -0.028 0.29
H 1.183004 -0.060359 1.186656 0.035 0.035 -0.154 0.28
H 2.559743 -1.614702 -0.202826 0.055 0.152 0.037 0.31
H 3.160621 -0.229027 -1.138806 -0.029 -0.040 0.165 0.31
H 4.554762 -0.760808 0.639685 -0.095 0.106 0.098 0.30
```
Positions in Å, forces in eV/Å.

For the HOMO energy, the calculation gives -8.32 eV. Its charge is 0. The calculation puts the LUMO energy at 1.046 eV.

---

Entry 4:
Here is C14H20N2O3S as an isolated structure in a non-equilibrium geometry from the OMol25 dataset. Energies are from ωB97M-V with the def2-TZVPD basis set.

Structure (XYZ):
```
40
Properties=species:S:1:pos:R:3:forces:R:3:mulliken_charge:R:1
C 0.656257 -0.235281 1.114566 2.389 -0.523 -0.026 0.37
C -0.789382 -0.309644 0.781166 -0.548 1.765 2.400 0.23
C 1.021541 0.945079 2.042596 2.141 -4.181 0.658 -0.93
C 2.452638 0.602315 2.507204 3.462 3.330 1.743 0.38
C 2.745149 -0.029274 3.723844 2.843 1.338 1.268 -0.22
C 3.593543 1.425659 2.050585 -2.084 -1.636 -2.959 -0.34
C 4.055215 0.251259 4.502803 -2.995 -0.676 -4.118 -0.81
C 4.914918 1.417895 2.556069 -2.411 1.984 -4.149 -0.78
C 5.076925 0.911002 3.753920 2.265 -1.637 7.217 -0.05
C -2.223698 -1.047868 -1.061647 -1.732 -0.455 2.025 -0.03
C -2.985543 -2.371996 -1.324291 -0.155 0.987 0.701 0.28
C -2.038759 -0.164088 -2.251517 0.984 -1.415 -3.571 0.04
C -3.275609 0.759179 -2.498290 -0.991 1.272 1.440 -0.53
C -3.270691 0.332723 -5.388172 0.212 -2.653 2.380 -0.87
H 2.723559 0.202636 -0.090381 -5.381 -1.539 -0.066 0.32
H 0.959726 0.580805 -0.974267 2.006 -2.690 3.168 0.29
H 0.991156 -1.204202 1.622829 -0.560 1.090 -0.630 0.14
H 0.492088 1.100557 2.958062 -1.005 -0.155 0.086 0.33
H 1.025470 1.761618 1.438589 0.032 2.725 -1.406 0.52
H 1.963702 -0.620933 4.141985 -0.333 -0.389 0.822 0.42
H 3.288937 1.807451 0.996594 1.256 0.210 1.863 0.38
H 4.084043 -0.126481 5.522160 0.479 0.154 -0.347 0.38
H 5.706435 1.959469 2.015827 -0.462 -0.368 0.356 0.34
H 6.101439 1.122562 4.336726 -2.298 -0.673 -1.401 0.18
H -0.262119 -1.795084 -0.552380 -0.840 1.401 0.366 0.32
H -3.138077 -0.615727 -0.490839 1.887 -0.128 0.041 0.14
H -1.969324 -1.027640 -3.208444 0.097 2.878 2.352 0.25
H -1.008824 0.429208 -2.150294 -2.456 -1.186 -0.485 -0.01
H -3.068376 1.756506 -1.681426 -1.229 -2.981 -2.422 0.23
H -4.424124 0.160761 -2.303850 3.731 1.863 -0.408 0.24
H -4.050677 -0.464610 -5.362227 0.559 0.697 0.300 0.27
H -3.303293 0.804108 -6.276411 -0.463 1.782 -3.144 0.42
H -2.270288 -0.060206 -5.350597 0.249 -0.931 -0.100 0.27
H -2.588178 -3.194540 0.608472 -0.293 0.869 -1.950 0.36
N 1.459059 -0.211435 -0.207190 2.049 3.638 -1.566 -0.72
N -1.023985 -1.152949 -0.230041 -1.396 -1.386 -1.019 0.02
O -1.571341 0.390936 1.472887 0.734 -1.785 -2.431 -0.70
O -3.702381 -2.433312 -2.294929 0.891 -0.992 1.140 -0.51
O -3.067384 -3.260755 -0.267269 -0.047 -0.313 -0.337 -0.54
S -3.279747 1.604297 -4.182422 -0.587 0.710 2.211 -0.09
```
Positions in Å, forces in eV/Å.

For the HOMO energy, the calculation gives -8.55 eV. Its charge is 0. The calculation puts the LUMO energy at 0.224 eV.

---

Entry 5:
Here is H24HeO12 as an isolated structure from the OMol25 dataset. Energies are from ωB97M-V with the def2-TZVPD basis set.

Structure (XYZ):
```
37
Properties=species:S:1:pos:R:3:forces:R:3:mulliken_charge:R:1
He -22.190593 2.214613 8.128521 -0.006 0.050 -0.004 0.02
O -25.633922 3.827971 7.211855 -0.331 -0.507 0.020 -0.67
H -24.918224 4.432007 7.013981 0.739 0.416 0.024 0.37
H -26.366311 4.141646 6.681322 -0.301 -0.001 -0.014 0.31
O -23.267261 5.482072 7.067830 -0.445 -0.004 -0.249 -0.66
H -23.297537 6.389794 7.370056 -0.051 0.275 -0.005 0.32
H -22.601355 5.068351 7.617039 0.555 -0.309 0.127 0.28
O -21.087963 -0.348146 10.624535 0.304 -0.169 0.450 -0.65
H -21.469401 -0.356279 9.746652 -0.323 -0.171 -0.682 0.37
H -21.286053 0.524560 10.964187 0.041 0.364 0.067 0.32
O -20.575256 0.559265 5.957846 -0.342 -0.544 -0.174 -0.68
H -21.174055 1.199963 5.574222 -0.234 0.320 -0.298 0.33
H -19.942310 1.085074 6.446863 0.467 0.202 0.221 0.37
O -25.109183 0.108717 7.128469 0.109 0.072 0.122 -0.63
H -25.593847 -0.571289 6.660572 -0.043 -0.305 -0.039 0.29
H -25.352437 0.922992 6.687999 -0.048 0.425 -0.018 0.31
O -18.630551 2.154663 7.244245 -0.112 0.263 -0.008 -0.65
H -17.680440 2.214488 7.144589 0.272 -0.105 -0.157 0.29
H -18.787096 2.342483 8.169688 -0.053 -0.176 0.303 0.32
O -25.947410 3.339215 10.079428 0.009 0.156 0.484 -0.62
H -25.752747 3.366962 9.142636 -0.031 0.122 -0.669 0.35
H -25.599018 2.497080 10.372100 0.004 -0.209 0.121 0.31
O -20.585919 4.800371 8.385433 -0.370 0.159 0.127 -0.60
H -20.355559 4.004330 8.864474 -0.114 -0.323 0.192 0.27
H -19.744370 5.197692 8.161463 0.175 0.198 -0.181 0.29
O -22.354344 -0.646544 7.895785 0.010 -0.298 0.638 -0.66
H -23.157636 -0.164987 7.698168 -0.511 0.022 -0.064 0.31
H -21.770317 -0.449935 7.163327 0.572 0.221 -0.419 0.38
O -22.481335 2.608016 4.249583 0.175 -0.156 0.158 -0.60
H -22.806531 3.498756 4.118938 -0.007 0.291 0.076 0.30
H -23.104302 2.053747 3.779548 -0.122 -0.216 -0.139 0.30
O -22.866896 5.049807 10.643357 0.023 0.013 0.025 -0.69
H -23.675640 5.462531 10.340332 -0.461 -0.058 0.025 0.34
H -22.193754 5.372276 10.044070 0.454 0.097 -0.188 0.29
O -22.250064 2.430931 11.269082 0.357 -0.613 0.094 -0.60
H -22.655089 3.210516 10.889044 -0.194 0.721 -0.069 0.33
H -22.973238 1.813225 11.377150 -0.165 -0.223 0.102 0.35
```
Positions in Å, forces in eV/Å.

For the HOMO energy, the calculation gives -10.09 eV. Its charge is 0. The calculation puts the LUMO energy at -0.217 eV.

---

E_tot across the listed records, respectively: -34923.843; -13448.953; -8492.961; -34794.237; -25039.444 eV.
Energy relative to the best compared isomer or geometry (same formula, charge and spin) across the listed records, respectively: 77.11; 49.99; 90.65; 177.43; 16.60 kcal per mole.